No. 1
{"formula": "C5H14ClIO2PPm", "method": "ωB97M-V with the def2-TZVPD basis set", "species": ["C", "I", "H", "H", "H", "Pm", "P", "C", "C", "H", "H", "H", "C", "H", "H", "H", "H", "H", "H", "C", "O", "Cl", "O", "H", "H"], "positions_angstrom": [[1.8688, -2.2396, 2.4396], [2.6234, 0.1893, 2.1111], [1.1162, -2.0889, 3.2323], [2.8830, -2.1149, 2.8448], [1.7888, -3.3038, 2.1553], [-2.2324, 0.1854, 0.9183], [-0.6162, 0.4817, -1.2007], [0.8603, 1.5094, -1.4321], [-0.5449, -0.5598, -2.6888], [-2.9765, 1.0967, -1.6734], [-1.7534, 2.0928, -2.5363], [-2.0976, 2.4340, -0.8091], [-2.0173, 1.6392, -1.5755], [-1.5497, -0.8808, -2.9951], [-0.0624, 0.0007, -3.5027], [1.0274, 1.6501, -2.5095], [1.7207, 0.9952, -0.9851], [0.0556, -1.4465, -2.4425], [0.7412, 2.4872, -0.9497], [1.5787, -1.4272, 1.2664], [1.0013, -1.6133, 0.2247], [-2.1115, -2.1271, 1.8512], [-0.6945, 0.9437, 2.4816], [0.2959, 0.7777, 2.4178], [-0.9047, 1.3189, 3.3574]], "forces_ev_per_a": [[-0.7528, -4.7044, 0.3792], [0.5884, 4.1808, -1.0330], [0.2906, 0.1633, -0.2785], [-0.7116, -0.1293, -0.2137], [-0.2207, 0.0625, 0.1872], [-0.3354, -1.4011, 1.2941], [0.8152, 0.1843, -1.4916], [0.2340, 0.2770, 0.4433], [-0.1948, -0.5766, 0.1509], [0.1346, 0.2687, -0.2109], [-0.4572, 0.1570, 0.1390], [-0.0446, 0.0043, -0.3866], [0.1909, -0.1407, 0.2921], [0.2991, -0.0030, 0.0427], [-0.2352, -0.1662, 0.2735], [-0.0698, -0.0183, 0.3553], [-0.1515, 0.1611, -0.1729], [-0.1477, 0.1909, -0.1985], [0.1148, -0.2032, -0.0513], [-0.0823, -0.5084, -0.8025], [0.8936, 0.7906, 1.7787], [-0.1315, 1.0703, -0.5666], [-0.0662, 0.2362, 0.0062], [-0.3463, 0.2359, 0.2230], [0.3864, -0.1318, -0.1593]], "lowdin_charge": [-0.261, 1.155, 0.105, 0.037, 0.114, 1.435, 0.682, -0.224, -0.215, 0.052, 0.087, 0.050, -0.312, 0.068, 0.074, 0.074, 0.033, 0.064, 0.068, -0.831, -0.014, -0.060, -0.239, -0.059, 0.116], "energy_ev": -55957.6052, "gap_ev": [6.59, 7.51], "spin_multiplicity": 5, "s_squared": 6.008, "charge": 2, "de_lowest_kcal_mol": 19.4}

No. 2
{"formula": "C4H8NO2", "method": "ωB97M-V with the def2-TZVPD basis set", "species": ["N", "C", "C", "C", "H", "H", "H", "H", "H", "H", "H", "O", "C", "O", "H"], "positions_angstrom": [[-1.5409, 0.6346, -1.1755], [-0.2203, 1.2220, -0.7747], [0.6358, 0.6292, 1.5348], [-0.0797, 1.4281, 0.7015], [-1.6132, -0.2520, -0.7443], [-1.5879, 0.4759, -2.1965], [-0.0381, 2.1775, -1.2721], [0.6432, 0.6053, -0.9645], [0.7887, 0.8780, 2.6079], [1.0006, -0.3438, 1.1545], [-0.6551, 2.3013, 1.0411], [0.2496, -2.3764, 1.2249], [0.6886, -2.4343, 0.0373], [0.4787, -1.5787, -0.9002], [1.2499, -3.3667, -0.2742]], "forces_ev_per_a": [[0.5914, 1.8291, -0.8218], [0.0310, -0.6876, 0.0681], [-0.6715, 0.7037, -0.7827], [-0.1883, -0.0219, 1.2527], [0.2033, -1.1669, 0.4445], [0.3337, 0.1059, 0.9216], [-0.4073, 0.1007, -0.1061], [0.0008, -0.6228, -0.8813], [-0.3447, -0.2347, -0.8541], [-0.0135, 0.8806, 0.3787], [0.4364, -0.2008, 0.4544], [0.8704, -0.4364, -1.3341], [-1.5190, 1.0739, -0.4129], [0.6716, -1.6876, 1.4244], [0.0056, 0.3651, 0.2486]], "lowdin_charge": [-0.006, -0.328, 0.006, -0.205, 0.025, 0.058, 0.091, 0.062, 0.049, 0.028, 0.075, -0.160, -0.607, -0.175, 0.086], "energy_ev": -9863.1030, "gap_ev": 8.68, "charge": -1, "de_lowest_kcal_mol": 38.8}

No. 3
{"formula": "C30H45BrClN6P", "method": "ωB97M-V with the def2-TZVPD basis set", "species": ["C", "C", "P", "C", "C", "C", "C", "C", "C", "Cl", "C", "C", "N", "C", "C", "N", "C", "C", "Br", "H", "H", "H", "H", "H", "H", "H", "H", "H", "H", "H", "H", "H", "H", "H", "H", "H", "C", "C", "C", "C", "N", "H", "H", "H", "H", "H", "H", "H", "C", "C", "C", "C", "N", "H", "H", "H", "H", "H", "H", "H", "C", "C", "C", "C", "N", "H", "H", "H", "H", "H", "H", "H", "C", "C", "C", "C", "N", "H", "H", "H", "H", "H", "H", "H"], "positions_angstrom": [[-2.6387, 5.5481, 0.1994], [-2.0104, 4.4059, 1.0270], [-1.6129, 3.0790, -0.1770], [-0.0893, 3.7850, -0.9910], [-0.9625, 1.5481, 0.6590], [0.0810, 1.5006, 1.6602], [0.7310, 2.7448, 2.2283], [0.5805, 3.0297, 3.7349], [0.5186, 1.8313, 4.6555], [-0.8157, 4.0795, 4.1586], [0.5610, 0.2745, 2.0505], [0.0657, -0.9414, 1.5711], [0.6096, -2.1093, 2.0241], [0.1055, -3.1923, 1.5104], [-0.9445, -3.1736, 0.5700], [-1.4907, -2.0811, 0.1219], [-0.9714, -0.9291, 0.6369], [-1.4556, 0.3370, 0.1913], [-2.8158, 0.2289, -1.1439], [-1.8394, 6.0858, -0.3100], [-3.1310, 6.2693, 0.8415], [-3.2944, 5.1623, -0.5760], [-2.7310, 4.0867, 1.7687], [-1.1175, 4.8098, 1.4887], [-0.3975, 4.1272, -1.9701], [0.2563, 4.6534, -0.4324], [0.6725, 3.0186, -1.0651], [0.4342, 3.5860, 1.6158], [1.8028, 2.6342, 2.0676], [1.4481, 3.6091, 4.0268], [-0.4269, 1.3075, 4.5512], [1.3287, 1.1325, 4.4881], [0.5760, 2.1611, 5.6874], [1.3784, 0.2464, 2.7498], [0.5111, -4.1422, 1.8309], [-1.3111, -4.1159, 0.1882], [4.7267, -4.2882, 2.4059], [3.7923, -3.6877, 3.4517], [3.2631, -4.7215, 4.4485], [2.3987, -5.7016, 3.7944], [1.7043, -6.4475, 3.2661], [4.2171, -5.0220, 1.7801], [5.1023, -3.5029, 1.7521], [5.5819, -4.7796, 2.8760], [2.9528, -3.1951, 2.9572], [4.3257, -2.9129, 4.0068], [2.6892, -4.2220, 5.2305], [4.0891, -5.2374, 4.9415], [7.8756, 0.8001, 0.9925], [7.7952, -0.2386, 2.1055], [6.5380, -1.1085, 2.0186], [5.3052, -0.3540, 2.2343], [4.3346, 0.2359, 2.3988], [7.0529, 1.5140, 1.0539], [8.8074, 1.3606, 1.0615], [7.8417, 0.3253, 0.0103], [7.8319, 0.2595, 3.0757], [8.6659, -0.8938, 2.0515], [6.5823, -1.9001, 2.7687], [6.4877, -1.5964, 1.0435], [-5.7002, -1.4203, -3.7566], [-5.5895, -2.4536, -2.6431], [-6.2272, -3.7989, -3.0007], [-7.6761, -3.7001, -3.1688], [-8.8144, -3.6154, -3.2890], [-6.7415, -1.1673, -3.9651], [-5.1867, -0.5009, -3.4686], [-5.2468, -1.7825, -4.6764], [-6.0473, -2.0603, -1.7334], [-4.5342, -2.6215, -2.4190], [-6.0210, -4.5267, -2.2141], [-5.7869, -4.1907, -3.9193], [-3.2158, 2.8068, -7.3362], [-3.4081, 2.5210, -5.8511], [-2.7393, 1.2182, -5.4015], [-3.3464, 0.0428, -6.0216], [-3.8340, -0.8763, -6.5059], [-3.6855, 2.0395, -7.9531], [-3.6622, 3.7651, -7.6011], [-2.1555, 2.8481, -7.5930], [-4.4740, 2.4855, -5.6195], [-2.9837, 3.3400, -5.2678], [-2.8143, 1.1241, -4.3156], [-1.6753, 1.2403, -5.6434]], "forces_ev_per_a": [[0.7219, -0.1723, -0.0810], [-0.0027, 0.4859, -0.5087], [-0.3640, -0.3462, -0.5353], [-0.6126, 0.0107, 0.5724], [0.1309, -0.0696, 0.2652], [-0.4495, -0.5412, -0.2954], [-0.0922, -0.3465, -0.1895], [0.3068, -0.1505, 0.0567], [-0.2533, -0.0808, 0.2133], [-0.1501, 0.0811, -0.1348], [0.2669, 0.7705, 0.2339], [0.0792, -0.0609, 0.1906], [0.0082, 0.0886, -0.1219], [0.2177, -0.0412, 0.2935], [-0.2623, -0.1470, -0.3290], [0.3288, 0.0979, 0.3522], [-0.4634, 0.2011, -0.5329], [-0.0149, 0.2691, -0.0259], [0.0301, 0.0359, 0.0726], [0.0156, 0.1083, -0.1416], [-0.2743, 0.0192, 0.0389], [-0.3632, 0.0693, 0.0826], [0.0902, -0.3229, 0.2427], [-0.0397, -0.0554, 0.4643], [0.1403, -0.0215, -0.2884], [0.3175, -0.0297, 0.0452], [0.2356, 0.0180, -0.1108], [-0.0069, 0.2979, 0.2321], [0.1745, -0.0782, 0.0185], [0.0598, 0.2778, -0.0451], [-0.0662, -0.1625, -0.1491], [0.2007, -0.0213, -0.0533], [0.0414, 0.1521, 0.1304], [0.1854, -0.2425, -0.0221], [0.0625, -0.1406, 0.0739], [-0.1237, -0.1009, -0.0814], [-0.0766, 0.0186, 0.0667], [0.1386, 0.0501, -0.2417], [0.0618, 0.2384, 0.0576], [-0.0265, -0.0460, 0.1020], [-0.0080, 0.0099, -0.0777], [-0.0228, -0.0226, 0.0362], [0.0121, -0.0416, -0.0694], [0.0087, -0.0037, -0.0193], [-0.0238, 0.0378, 0.0677], [-0.0607, -0.0124, 0.0871], [-0.0714, -0.0668, -0.0115], [-0.0232, -0.0956, -0.0440], [-0.0061, 0.0016, 0.0551], [0.0705, 0.2137, -0.1356], [0.2561, -0.0934, 0.1520], [-0.0711, -0.0248, -0.1042], [-0.0419, 0.0633, 0.0577], [-0.0242, -0.0236, -0.0096], [-0.0047, 0.0113, -0.0153], [-0.0051, 0.0041, -0.0062], [-0.0299, -0.0536, 0.0337], [-0.0455, -0.0662, 0.0306], [-0.0585, -0.0066, -0.0003], [-0.0713, 0.0329, -0.0256], [-0.1050, -0.0604, 0.0808], [0.0715, 0.2618, -0.0256], [0.2052, 0.0417, 0.1368], [0.0010, -0.0709, -0.0493], [-0.0264, 0.0321, 0.0004], [-0.0042, -0.0208, 0.0038], [-0.0026, 0.0110, -0.0230], [0.0065, 0.0060, -0.0393], [0.0040, -0.0888, 0.0461], [-0.0189, -0.0854, 0.0446], [-0.0879, -0.0329, -0.0091], [-0.0749, 0.0124, -0.0555], [-0.0489, -0.0072, 0.0344], [0.0055, 0.1288, -0.2178], [-0.0604, 0.2611, 0.2043], [0.1092, -0.0398, 0.0130], [0.0243, 0.0119, -0.0954], [0.0244, -0.0253, 0.0087], [0.0050, -0.0027, -0.0194], [0.0026, -0.0056, -0.0078], [0.0090, -0.0398, 0.0605], [0.0122, -0.0541, 0.0677], [-0.0068, -0.1351, -0.0220], [0.0039, -0.0747, -0.0560]], "lowdin_charge": [-0.173, -0.468, 0.935, -0.261, -0.332, -0.186, -0.160, -0.690, -0.147, 0.628, 0.009, -0.206, 0.141, -0.105, -0.105, 0.101, -0.270, -0.584, 0.732, 0.060, 0.068, 0.053, 0.064, 0.023, 0.021, 0.032, 0.038, 0.061, 0.126, 0.092, 0.081, 0.069, 0.073, 0.091, 0.091, 0.110, -0.101, -0.260, -0.187, -0.239, 0.147, 0.076, 0.047, 0.080, 0.089, 0.101, 0.120, 0.120, -0.107, -0.257, -0.203, -0.228, 0.162, 0.073, 0.073, 0.077, 0.113, 0.109, 0.108, 0.120, -0.113, -0.266, -0.194, -0.240, 0.139, 0.077, 0.051, 0.043, 0.111, 0.099, 0.116, 0.121, -0.110, -0.259, -0.188, -0.229, 0.156, 0.073, 0.071, 0.075, 0.112, 0.106, 0.087, 0.121], "energy_ev": -132633.6200, "gap_ev": 7.68, "charge": 0}

No. 4
{"formula": "C11H12CaCl2", "method": "ωB97M-V with the def2-TZVPD basis set", "species": ["C", "C", "C", "H", "C", "C", "H", "H", "H", "H", "Ca", "Cl", "C", "C", "C", "H", "C", "C", "H", "H", "H", "H", "Cl", "C", "H", "H"], "positions_angstrom": [[-2.6013, -1.1156, -0.0404], [-1.8670, -1.2885, -1.2371], [-1.5734, -0.0102, -1.7603], [-1.6410, -2.2436, -1.7205], [-2.0432, 0.9711, -0.8595], [-2.6489, 0.3076, 0.2343], [-3.1472, 0.7686, 1.0895], [-2.9584, -1.9210, 0.6325], [-1.0913, 0.1880, -2.7280], [-1.9914, 2.0504, -1.0104], [-0.9754, -0.8829, 1.5616], [0.3198, -2.9102, 1.9196], [2.8039, 0.0399, 0.2252], [2.3477, 1.2638, -0.3302], [1.8273, 0.9790, -1.6427], [2.2807, 2.2244, 0.1926], [1.9342, -0.4311, -1.8598], [2.5018, -1.0095, -0.6829], [2.5616, -2.0761, -0.4644], [3.1074, -0.1114, 1.2574], [1.2563, 1.6775, -2.2628], [1.4533, -1.0020, -2.6681], [-1.3037, 0.6540, 3.5603], [0.1873, 1.1093, 2.8252], [0.1911, 2.1296, 2.4574], [1.0698, 0.6387, 3.3114]], "forces_ev_per_a": [[-1.0383, 0.4894, -0.5489], [-0.4609, 0.0450, -0.2372], [-0.0755, 0.0605, -0.1881], [0.0264, 0.3895, 0.2988], [-0.1260, -0.5186, 0.0795], [-1.1406, -0.4224, -0.8149], [0.1322, -0.0545, -0.2609], [0.0195, 0.4216, -0.5382], [-0.0592, -0.1320, 0.7226], [0.1550, -0.3581, 0.1893], [2.7216, 1.2978, 0.0362], [0.3988, -1.3614, 0.4446], [-0.7199, -0.0415, -0.2001], [-0.1298, -0.4394, -0.9070], [0.1901, -0.4164, 0.7838], [0.1528, -0.3310, -0.2502], [-0.1567, 0.2866, 0.6857], [-0.0780, 0.5362, -0.4476], [0.1499, 0.2657, -0.1034], [0.1087, 0.0696, -0.1251], [0.3288, -0.1851, 0.1181], [0.3574, 0.3410, 0.2799], [-1.7611, 0.3081, 2.1414], [1.7023, -0.9138, -1.3467], [0.0898, -0.1196, 0.3261], [-0.7874, 0.7828, -0.1375]], "lowdin_charge": [-0.387, -0.195, -0.173, 0.084, -0.164, -0.328, 0.063, 0.076, 0.080, 0.078, 0.813, -0.403, -0.244, -0.231, -0.242, 0.046, -0.244, -0.239, 0.041, 0.049, 0.041, 0.047, 0.298, -0.759, -0.062, -0.044], "energy_ev": -55084.2481, "gap_ev": 4.76, "charge": -2, "de_lowest_kcal_mol": 13.7}